[1]
C31H29N4O3 | wB97M-V/def2-TZVPD

Structure (XYZ):
```
67
C31H29N4O3, DFT wB97M-V/def2-TZVPD
C 2.88 1.99 3.86
O 3.55 2.05 2.58
C 2.84 2.28 1.53
C 3.58 2.65 0.37
C 2.86 2.98 -0.80
C 3.52 3.48 -1.91
C 4.90 3.72 -1.88
C 5.61 3.51 -0.68
C 4.97 2.98 0.43
H 3.68 1.96 4.60
H 2.24 2.87 4.04
H 2.29 1.06 3.87
H 1.76 2.55 1.64
H 1.78 2.79 -0.78
H 2.97 3.64 -2.84
H 5.43 4.06 -2.77
H 6.69 3.71 -0.66
H 5.53 2.84 1.37
O 2.92 -2.28 -1.25
C 1.85 -2.75 -1.61
C 1.79 -3.81 -2.67
C 2.08 -5.13 -2.33
C 2.00 -6.11 -3.32
C 1.69 -5.76 -4.64
C 1.47 -4.41 -4.98
C 1.55 -3.43 -3.99
N 0.61 -2.41 -1.08
C -0.59 -3.00 -1.69
C -1.81 -2.90 -0.82
N -1.95 -1.56 -0.29
C -3.26 -1.24 0.19
C -3.35 0.25 0.46
N -2.28 0.66 1.36
C -2.55 1.42 2.51
O -1.77 1.51 3.45
C -3.87 2.12 2.48
C -4.87 1.79 3.40
C -6.11 2.42 3.30
C -6.32 3.43 2.35
C -5.27 3.81 1.50
C -4.04 3.17 1.57
C -0.99 0.16 1.11
C 0.17 0.80 1.58
N 1.39 0.42 1.19
C 1.55 -0.68 0.44
C 0.47 -1.39 -0.11
C -0.84 -0.94 0.23
H 2.35 -5.38 -1.30
H 2.18 -7.16 -3.07
H 1.65 -6.53 -5.42
H 1.24 -4.13 -6.01
H 1.40 -2.37 -4.23
H -0.78 -2.53 -2.67
H -0.41 -4.06 -1.85
H -2.72 -3.12 -1.40
H -1.76 -3.64 0.00
H -3.99 -1.56 -0.58
H -3.50 -1.81 1.10
H -3.29 0.81 -0.48
H -4.32 0.43 0.92
H -4.67 1.03 4.17
H -6.92 2.12 3.97
H -7.28 3.93 2.29
H -5.42 4.62 0.77
H -3.20 3.46 0.92
H 0.09 1.62 2.29
H 2.57 -1.02 0.27
```

Output
total charge = +1
Kohn-Sham gap = 6.760 eV


[2]
C31H30BN8O3PSTc | wB97M-V/def2-TZVPD

Structure (XYZ):
```
76
C31H30BN8O3PSTc, DFT wB97M-V/def2-TZVPD
Tc -0.15 -0.56 -0.14
C -3.45 1.21 -2.22
C -2.46 1.32 -1.03
N -1.84 -0.01 -1.00
N -2.60 -0.84 -1.75
C -3.52 -0.27 -2.45
B -2.33 -2.38 -1.52
N -0.93 -2.67 -2.07
C -0.55 -3.64 -2.90
C 0.83 -3.61 -3.00
C 1.22 -2.57 -2.17
N 0.15 -1.99 -1.61
N -2.29 -2.55 0.01
C -3.11 -3.20 0.84
C -2.66 -3.02 2.14
C -1.53 -2.22 2.02
N -1.31 -1.96 0.73
H -4.42 1.68 -2.11
H -2.82 1.58 -0.03
H -4.20 -0.82 -3.07
H -3.17 -3.04 -2.03
H -1.26 -4.30 -3.37
H 1.47 -4.25 -3.58
H 2.22 -2.23 -1.94
H -3.95 -3.76 0.46
H -3.09 -3.41 3.05
H -0.88 -1.83 2.78
O 0.53 1.34 3.45
S 0.27 1.79 2.13
O 1.49 2.13 1.33
O -0.57 0.86 1.31
C -0.66 3.29 1.99
C -1.55 3.80 2.91
C -2.27 4.94 2.57
C -2.08 5.55 1.34
C -1.18 5.03 0.42
C -0.48 3.87 0.73
P 0.69 3.09 -0.41
C -0.20 2.46 -1.81
C -1.71 2.44 -1.78
C -2.44 2.03 -3.09
C -1.59 1.22 -4.02
C -0.26 1.13 -3.88
C 0.45 1.77 -2.80
C 1.99 4.27 -0.73
C 2.43 4.56 -2.02
C 3.40 5.53 -2.20
C 3.94 6.20 -1.11
C 3.50 5.90 0.18
C 2.53 4.94 0.38
H -1.66 3.33 3.88
H -2.97 5.36 3.27
H -2.63 6.45 1.09
H -1.00 5.53 -0.53
H -2.09 3.39 -1.42
H -2.91 2.85 -3.64
H -2.09 0.76 -4.86
H 0.32 0.59 -4.62
H 1.53 1.76 -2.82
H 1.99 4.06 -2.87
H 3.73 5.78 -3.20
H 4.70 6.95 -1.26
H 3.92 6.43 1.03
H 2.19 4.70 1.37
C 5.24 0.26 -0.43
N 3.99 -0.12 0.20
C 3.82 -0.56 1.49
C 2.51 -0.90 1.61
N 1.87 -0.69 0.41
C 2.80 -0.23 -0.42
H 5.98 0.48 0.33
H 5.09 1.15 -1.05
H 5.61 -0.55 -1.06
H 4.62 -0.58 2.20
H 1.98 -1.28 2.48
H 2.65 0.03 -1.46
```

Output
total charge = +2
Kohn-Sham gap (alpha / beta) = 7.039 / 7.116 eV
<S²> = 3.812
spin multiplicity = 4


[3]
C31H30BrInNO4S | wB97M-V/def2-TZVPD

Structure (XYZ):
```
69
C31H30BrInNO4S, DFT wB97M-V/def2-TZVPD
In 0.06 0.13 -0.72
C 1.17 0.15 2.94
C -0.18 0.78 3.24
O -1.24 0.56 1.04
C -2.33 -0.35 1.23
C -1.88 -1.77 1.04
O -1.28 -1.87 -0.25
C -0.71 -3.15 -0.50
C 0.58 -2.92 -1.26
O 1.35 -1.90 -0.60
C 2.09 -2.42 0.52
C 2.32 -1.35 1.55
O 1.05 -0.84 1.92
H 1.55 -0.32 3.85
H 1.89 0.91 2.63
H -0.02 1.49 4.05
H -0.86 0.02 3.63
H -3.11 -0.09 0.51
H -2.75 -0.26 2.23
H -2.74 -2.44 1.10
H -1.15 -2.05 1.80
H -1.39 -3.76 -1.10
H -0.54 -3.67 0.45
H 0.37 -2.56 -2.26
H 1.17 -3.84 -1.35
H 3.04 -2.81 0.15
H 1.53 -3.24 0.97
H 2.95 -0.54 1.15
H 2.84 -1.79 2.41
Br 1.24 -0.29 -3.50
C -0.52 -0.17 -4.23
C -0.68 -0.58 -5.52
C -1.92 -0.37 -6.16
C -2.92 0.29 -5.50
C -2.75 0.73 -4.17
C -3.76 1.49 -3.53
C -3.59 1.96 -2.27
C -2.43 1.60 -1.54
C -1.43 0.84 -2.09
C -1.54 0.45 -3.46
H 0.14 -1.03 -6.05
H -2.05 -0.71 -7.18
H -3.86 0.50 -6.00
H -4.66 1.71 -4.09
H -4.34 2.58 -1.80
H -2.35 1.94 -0.52
S 2.48 3.64 0.90
C 3.51 2.66 -0.10
C 4.79 2.95 -0.54
C 5.46 2.01 -1.30
C 4.84 0.80 -1.61
C 3.56 0.52 -1.18
C 2.87 1.47 -0.42
N 1.56 1.37 0.06
C 1.19 2.43 0.83
C -0.01 2.65 1.51
C -0.30 4.03 1.82
C -1.41 4.44 2.47
C -2.37 3.45 2.86
C -2.15 2.14 2.67
C -0.88 1.57 2.12
H 5.26 3.89 -0.28
H 6.46 2.21 -1.65
H 5.38 0.06 -2.20
H 3.11 -0.44 -1.40
H 0.38 4.78 1.45
H -1.60 5.49 2.64
H -3.30 3.76 3.33
H -2.90 1.45 3.03
```

Output
total charge = +1
energy relative to the best compared isomer or geometry (same formula, charge and spin) = 9.4 kcal per mole
Kohn-Sham gap = 6.940 eV


Question: Number 3 is which compound?
Answer: C31H30BrInNO4S


Question: The highest total charge belongs to which entry?
Answer: C31H30BN8O3PSTc


Question: What is the formula in the third record?
Answer: C31H30BrInNO4S